Record 1
{"formula": "C33H40BiClN5O10Se", "method": "the ωB97M-V functional and the def2-TZVPD basis", "species": ["Bi", "O", "C", "C", "N", "C", "C", "O", "O", "C", "C", "O", "O", "H", "H", "H", "H", "H", "H", "H", "H", "H", "O", "C", "O", "C", "C", "Cl", "N", "N", "C", "C", "O", "O", "C", "C", "C", "C", "C", "C", "H", "H", "H", "H", "H", "H", "C", "C", "C", "C", "N", "C", "Se", "N", "C", "C", "C", "C", "C", "C", "C", "C", "C", "C", "H", "H", "H", "H", "H", "H", "H", "H", "H", "H", "H", "H", "H", "H", "H", "H", "H", "H", "H", "H", "H", "H", "C", "O", "H", "H", "H"], "xyz": [[-1.94, 1.62, 0.06], [-4.34, 4.24, 0.14], [-3.93, 5.34, 1.02], [-2.65, 5.05, 1.75], [-2.43, 3.58, 2.01], [-3.57, 2.99, 2.74], [-3.48, 1.49, 3.04], [-4.05, 1.03, 4.00], [-2.65, 0.79, 2.30], [-1.13, 3.53, 2.88], [0.14, 2.96, 2.15], [1.24, 3.16, 2.68], [-0.08, 2.23, 1.10], [-3.66, 4.11, -0.57], [-4.73, 5.54, 1.77], [-3.82, 6.26, 0.49], [-2.65, 5.61, 2.69], [-1.75, 5.35, 1.22], [-4.50, 3.11, 2.16], [-3.69, 3.56, 3.71], [-1.28, 2.79, 3.67], [-0.92, 4.53, 3.25], [-2.51, -4.59, -3.75], [-1.83, -3.86, -2.80], [-0.80, -4.35, -2.34], [-2.52, -2.55, -2.45], [-3.92, -2.28, -2.40], [-5.26, -3.11, -3.02], [-4.17, -1.12, -1.68], [-2.95, -0.60, -1.22], [-2.00, -1.43, -1.68], [-0.58, -0.91, -1.52], [0.43, -1.43, -1.95], [-0.41, 0.19, -0.85], [-5.40, -0.59, -1.09], [-5.40, -0.15, 0.26], [-6.58, 0.04, 0.97], [-7.81, -0.32, 0.41], [-7.81, -0.60, -0.96], [-6.66, -0.68, -1.71], [-3.35, -4.19, -4.08], [-4.48, -0.02, 0.80], [-6.47, 0.49, 1.92], [-8.69, -0.23, 0.99], [-8.76, -0.79, -1.50], [-6.79, -0.74, -2.80], [4.26, 2.50, 3.25], [4.73, 1.07, 3.57], [4.71, 0.10, 2.33], [3.30, 0.01, 1.70], [3.40, -0.86, 0.52], [2.99, -2.17, 0.38], [2.64, -3.25, 1.87], [3.16, -2.55, -0.93], [2.63, -3.79, -1.53], [2.89, -5.09, -0.80], [4.44, -5.41, -0.56], [5.32, -5.33, -1.80], [3.58, -1.43, -1.66], [4.10, -1.40, -2.95], [4.80, -0.24, -3.35], [4.94, 0.80, -2.44], [4.56, 0.71, -1.11], [3.90, -0.44, -0.75], [5.01, 3.13, 3.68], [3.20, 2.65, 3.55], [4.31, 2.65, 2.16], [3.99, 0.65, 4.32], [5.72, 1.09, 4.01], [4.97, -0.86, 2.73], [5.48, 0.35, 1.60], [2.88, 0.96, 1.34], [2.51, -0.37, 2.39], [3.15, -3.85, -2.50], [1.52, -3.57, -1.66], [2.62, -5.88, -1.52], [2.17, -5.21, 0.05], [4.51, -6.40, -0.14], [4.87, -4.74, 0.25], [5.39, -6.32, -2.25], [6.37, -5.18, -1.48], [5.02, -4.57, -2.55], [4.14, -2.23, -3.68], [5.29, -0.24, -4.34], [5.26, 1.75, -2.74], [4.87, 1.44, -0.38], [-0.57, 3.32, -2.08], [-1.85, 3.12, -1.52], [-0.31, 4.41, -2.13], [-0.55, 2.88, -3.12], [0.25, 2.77, -1.53]], "de_lowest_kcal_mol": 83.51, "homo_energy_ev": -4.74, "lumo_ev": 1.759, "total_charge": -1, "spin_multiplicity": 1}

***

Record 2
{"formula": "C33H40BrCl5N7O2Pt", "method": "the ωB97M-V functional and the def2-TZVPD basis", "species": ["Pt", "Cl", "C", "C", "Cl", "C", "Cl", "C", "O", "C", "Cl", "C", "Cl", "C", "N", "C", "C", "N", "C", "C", "N", "C", "C", "N", "C", "N", "C", "C", "C", "N", "C", "H", "H", "H", "H", "H", "H", "H", "H", "H", "H", "H", "H", "H", "H", "H", "H", "H", "H", "H", "H", "H", "H", "H", "H", "Br", "C", "C", "C", "C", "N", "C", "H", "H", "H", "H", "C", "C", "C", "C", "C", "C", "C", "O", "C", "C", "C", "H", "H", "H", "H", "H", "H", "H", "H", "H", "H", "H", "H"], "xyz": [[0.25, -0.77, 0.53], [-8.22, 1.04, 2.38], [-6.90, 0.61, 1.51], [-5.60, 0.65, 2.17], [-5.51, 1.15, 3.78], [-4.49, 0.30, 1.47], [-2.95, 0.35, 2.17], [-4.61, -0.16, 0.05], [-3.66, -0.54, -0.57], [-5.98, -0.15, -0.58], [-6.07, -0.63, -2.17], [-7.08, 0.21, 0.14], [-8.63, 0.21, -0.54], [-2.03, -3.21, 1.49], [-0.80, -3.73, 2.02], [-0.67, -5.16, 2.26], [0.56, -5.24, 3.17], [1.10, -3.87, 3.14], [2.27, -3.60, 3.96], [0.25, -3.04, 2.51], [0.38, -1.72, 2.33], [1.35, -0.91, 3.07], [0.85, 0.52, 3.03], [0.55, 0.91, 1.65], [0.44, 2.18, 1.28], [-0.06, 2.55, 0.06], [-0.99, 1.81, -0.77], [-0.14, 4.01, -0.06], [0.58, 4.51, 1.18], [0.84, 3.28, 1.95], [1.62, 3.45, 3.17], [-2.36, -3.84, 0.66], [-1.88, -2.19, 1.12], [-2.81, -3.20, 2.26], [-0.53, -5.70, 1.32], [-1.57, -5.54, 2.75], [1.31, -5.93, 2.79], [0.31, -5.52, 4.20], [2.68, -4.56, 4.26], [2.02, -3.06, 4.87], [3.04, -3.07, 3.41], [2.35, -0.97, 2.64], [1.39, -1.20, 4.12], [1.60, 1.15, 3.50], [-0.06, 0.58, 3.64], [-0.72, 0.76, -0.87], [-0.94, 2.23, -1.78], [-2.01, 1.89, -0.41], [-1.18, 4.33, -0.08], [0.33, 4.33, -0.99], [-0.02, 5.19, 1.77], [1.53, 5.00, 0.95], [1.78, 4.52, 3.31], [2.61, 2.99, 3.09], [1.10, 3.08, 4.05], [2.96, -5.58, -0.63], [1.51, -4.48, -1.06], [0.59, -4.83, -2.04], [-0.47, -3.97, -2.29], [-0.59, -2.81, -1.54], [0.29, -2.48, -0.59], [1.34, -3.29, -0.37], [0.71, -5.74, -2.61], [-1.20, -4.19, -3.05], [-1.41, -2.12, -1.70], [2.06, -2.98, 0.37], [2.28, 4.13, -6.21], [2.20, 3.35, -4.93], [2.80, 3.82, -3.77], [2.76, 3.10, -2.59], [3.46, 3.67, -1.38], [2.09, 1.85, -2.57], [2.13, 1.09, -1.36], [1.62, -0.03, -1.17], [1.45, 1.37, -3.75], [0.73, 0.05, -3.81], [1.52, 2.13, -4.89], [2.84, 5.05, -6.09], [1.28, 4.37, -6.57], [2.77, 3.53, -6.98], [3.31, 4.78, -3.79], [3.73, 4.71, -1.57], [4.38, 3.13, -1.15], [2.84, 3.65, -0.48], [2.70, 1.54, -0.53], [0.02, -0.07, -2.99], [1.43, -0.78, -3.73], [0.20, -0.03, -4.76], [1.05, 1.77, -5.80]], "de_lowest_kcal_mol": 25.25, "homo_energy_ev": -15.33, "lumo_ev": -11.404, "total_charge": 3, "spin_multiplicity": 1}

***

Record 3
{"formula": "C33H40BrF4NO2OsPSSb", "method": "the ωB97M-V functional and the def2-TZVPD basis", "species": ["Os", "F", "C", "C", "F", "C", "F", "C", "P", "C", "C", "C", "C", "C", "C", "C", "C", "C", "C", "C", "C", "C", "Br", "C", "F", "H", "H", "H", "H", "H", "H", "H", "H", "H", "H", "O", "C", "C", "C", "C", "C", "C", "N", "H", "H", "H", "H", "H", "H", "H", "C", "Sb", "C", "C", "H", "H", "H", "H", "H", "H", "H", "H", "H", "C", "C", "C", "S", "O", "C", "C", "C", "H", "H", "H", "H", "H", "H", "H", "H", "H", "H", "H", "H", "H", "H"], "xyz": [[0.58, -1.00, 1.89], [0.29, -6.21, -3.49], [0.27, -4.92, -3.29], [0.05, -4.04, -4.33], [-0.16, -4.47, -5.53], [0.04, -2.67, -4.06], [-0.20, -1.87, -5.07], [0.26, -2.13, -2.79], [0.09, -0.33, -2.62], [1.24, 0.51, -3.63], [2.45, -0.13, -4.00], [3.35, 0.53, -4.80], [3.09, 1.84, -5.20], [1.92, 2.50, -4.81], [1.01, 1.85, -4.01], [-1.62, 0.02, -2.98], [-2.57, -0.43, -2.04], [-3.92, -0.34, -2.34], [-4.33, 0.20, -3.55], [-3.40, 0.66, -4.47], [-2.04, 0.57, -4.20], [0.49, -3.04, -1.76], [1.02, -2.69, 0.07], [0.49, -4.42, -2.01], [0.72, -5.28, -1.04], [2.65, -1.15, -3.68], [4.26, 0.03, -5.11], [3.81, 2.36, -5.83], [1.74, 3.51, -5.14], [0.11, 2.37, -3.69], [-2.24, -0.85, -1.10], [-4.65, -0.71, -1.64], [-5.39, 0.26, -3.78], [-3.72, 1.07, -5.42], [-1.32, 0.88, -4.95], [-1.41, -1.53, 3.01], [-1.78, -0.56, 4.01], [-0.55, 0.20, 4.41], [-0.58, 1.00, 5.55], [0.55, 1.73, 5.89], [1.69, 1.63, 5.10], [1.66, 0.81, 4.00], [0.55, 0.11, 3.65], [-2.18, -2.03, 2.73], [-2.20, -1.07, 4.88], [-2.53, 0.12, 3.61], [-1.47, 1.04, 6.15], [0.54, 2.35, 6.78], [2.60, 2.17, 5.35], [2.53, 0.68, 3.37], [2.73, -2.08, 5.17], [1.89, -2.86, 3.40], [3.50, -3.83, 2.42], [0.60, -4.42, 3.99], [3.10, -2.93, 5.74], [1.98, -1.55, 5.76], [3.56, -1.42, 4.92], [4.07, -4.35, 3.18], [4.13, -3.11, 1.91], [3.11, -4.56, 1.71], [1.22, -5.19, 4.46], [0.11, -4.85, 3.11], [-0.14, -4.06, 4.70], [-4.18, 2.73, 0.22], [-3.02, 2.10, 0.97], [-1.69, 2.60, 0.40], [-0.30, 2.12, 1.41], [0.14, 0.70, 0.84], [1.02, 3.20, 0.84], [1.25, 3.26, -0.67], [0.60, 4.46, -1.37], [-5.13, 2.34, 0.58], [-4.13, 2.53, -0.85], [-4.20, 3.81, 0.36], [-3.06, 1.01, 0.89], [-3.07, 2.36, 2.03], [-1.66, 3.69, 0.39], [-1.50, 2.24, -0.62], [1.89, 2.81, 1.37], [0.78, 4.17, 1.29], [0.95, 2.32, -1.13], [2.33, 3.32, -0.81], [-0.48, 4.41, -1.38], [0.94, 4.52, -2.40], [0.89, 5.39, -0.88]], "de_lowest_kcal_mol": 23.24, "s_squared": 6.04, "homo_energy_ev": [-18.50, -18.86], "lumo_ev": [-11.715, -13.317], "total_charge": 4, "spin_multiplicity": 5}

***

Record 4
{"formula": "C33H40CrN9O3", "method": "the ωB97M-V functional and the def2-TZVPD basis", "species": ["Cr", "C", "N", "C", "C", "O", "C", "O", "C", "C", "O", "N", "C", "C", "H", "H", "H", "H", "H", "H", "H", "H", "H", "H", "H", "H", "H", "H", "H", "H", "C", "C", "C", "C", "C", "N", "C", "C", "C", "C", "C", "C", "C", "N", "C", "C", "C", "N", "C", "C", "N", "C", "C", "C", "N", "H", "H", "H", "H", "H", "H", "H", "H", "H", "H", "H", "H", "H", "H", "H", "H", "H", "H", "N", "C", "C", "C", "C", "C", "N", "H", "H", "H", "H", "H", "H"], "xyz": [[0.52, -0.31, -0.45], [4.95, 0.47, -1.68], [3.89, 0.82, -2.62], [4.25, 1.69, -3.74], [2.65, 0.42, -2.37], [2.39, -0.30, -1.39], [1.52, 0.81, -3.29], [0.34, 0.31, -2.71], [-0.78, 0.54, -3.54], [-1.91, -0.32, -3.02], [-1.68, -1.09, -2.10], [-3.10, -0.21, -3.65], [-3.32, 0.63, -4.81], [-4.20, -1.07, -3.24], [5.89, 0.43, -2.22], [4.75, -0.49, -1.23], [5.02, 1.22, -0.89], [5.04, 1.22, -4.33], [4.61, 2.65, -3.37], [3.41, 1.86, -4.40], [1.68, 0.36, -4.28], [1.47, 1.90, -3.40], [-0.54, 0.24, -4.57], [-1.03, 1.60, -3.54], [-2.61, 1.45, -4.86], [-4.32, 1.07, -4.75], [-3.26, 0.06, -5.74], [-3.84, -1.84, -2.57], [-4.63, -1.54, -4.13], [-4.98, -0.49, -2.74], [-1.24, 5.34, -3.25], [-0.58, 4.38, -2.30], [0.80, 4.35, -2.12], [1.40, 3.43, -1.27], [0.65, 2.51, -0.52], [1.17, 1.48, 0.27], [2.28, 1.63, 1.06], [2.81, 2.89, 1.42], [3.95, 3.02, 2.19], [4.65, 1.91, 2.68], [5.87, 2.06, 3.55], [4.12, 0.67, 2.40], [2.96, 0.52, 1.62], [2.47, -0.79, 1.45], [3.22, -1.98, 1.36], [2.41, -2.98, 1.02], [1.02, -2.45, 0.90], [1.17, -1.02, 1.25], [-0.74, 2.57, -0.70], [-1.34, 3.46, -1.58], [-1.59, 1.68, 0.03], [-2.81, 1.96, 0.56], [-3.28, 0.82, 1.17], [-2.27, -0.13, 0.97], [-1.26, 0.40, 0.30], [-0.63, 6.23, -3.40], [-2.21, 5.66, -2.88], [-1.39, 4.89, -4.23], [1.42, 5.05, -2.66], [2.48, 3.42, -1.17], [2.29, 3.78, 1.10], [4.30, 4.02, 2.43], [6.38, 3.00, 3.35], [6.57, 1.25, 3.39], [5.60, 2.06, 4.61], [4.59, -0.21, 2.82], [4.28, -1.96, 1.52], [2.69, -4.01, 0.86], [-0.97, -2.81, 1.52], [-2.41, 3.44, -1.70], [-3.22, 2.95, 0.48], [-4.21, 0.70, 1.69], [-2.24, -1.16, 1.28], [0.16, -2.85, 3.27], [0.00, -3.17, 1.86], [0.08, -4.65, 1.65], [0.09, -5.26, 0.46], [0.02, -4.67, -0.87], [0.16, -3.37, -1.22], [0.52, -2.29, -0.46], [0.99, -3.28, 3.66], [0.24, -1.85, 3.41], [0.14, -5.25, 2.56], [0.13, -6.34, 0.48], [-0.20, -5.35, -1.68], [-0.05, -3.12, -2.25]], "de_lowest_kcal_mol": 80.65, "s_squared": 6.05, "homo_energy_ev": [-8.90, -8.99], "lumo_ev": [-1.975, -3.406], "total_charge": 1, "spin_multiplicity": 5}

***

Record 5
{"formula": "C33H40GeN2O6PtSSi", "method": "the ωB97M-V functional and the def2-TZVPD basis", "species": ["Pt", "C", "C", "C", "C", "C", "C", "C", "S", "O", "O", "N", "C", "C", "O", "O", "H", "H", "H", "H", "H", "H", "H", "H", "H", "C", "Si", "C", "C", "O", "H", "H", "H", "H", "H", "H", "H", "H", "H", "C", "C", "C", "C", "C", "C", "Ge", "C", "C", "C", "C", "C", "C", "C", "C", "C", "C", "C", "C", "H", "H", "H", "H", "H", "H", "H", "H", "H", "H", "H", "H", "H", "H", "H", "C", "N", "C", "C", "O", "H", "H", "H", "H", "H", "H", "H"], "xyz": [[0.28, 0.57, -0.59], [3.73, 8.17, 2.02], [3.21, 6.83, 1.57], [3.23, 6.47, 0.22], [2.77, 5.23, -0.20], [2.29, 4.33, 0.74], [2.25, 4.67, 2.08], [2.70, 5.91, 2.49], [1.94, 2.65, 0.22], [1.41, 1.98, 1.41], [3.19, 2.17, -0.29], [0.86, 2.69, -0.95], [-0.33, 3.48, -0.69], [-1.54, 2.86, -1.41], [-2.47, 3.59, -1.73], [-1.48, 1.59, -1.61], [4.67, 8.40, 1.52], [3.89, 8.19, 3.09], [3.01, 8.96, 1.77], [3.62, 7.17, -0.51], [2.81, 4.94, -1.24], [1.88, 3.94, 2.78], [2.69, 6.18, 3.54], [-0.21, 4.50, -1.04], [-0.59, 3.51, 0.38], [4.44, 0.04, -2.34], [3.19, -0.95, -1.30], [3.64, -0.82, 0.55], [3.55, -2.78, -1.75], [1.69, -0.58, -1.72], [5.47, -0.24, -2.11], [4.31, 1.10, -2.13], [4.26, -0.13, -3.40], [3.90, -1.78, 0.99], [2.78, -0.42, 1.09], [4.46, -0.12, 0.70], [4.63, -2.95, -1.85], [3.09, -3.04, -2.71], [3.17, -3.48, -1.00], [-2.57, -3.03, 4.18], [-3.54, -2.97, 3.18], [-3.28, -2.29, 2.00], [-2.06, -1.65, 1.80], [-1.10, -1.72, 2.80], [-1.35, -2.41, 3.98], [-1.78, -0.59, 0.12], [-1.92, -1.88, -1.41], [-2.42, -3.18, -1.28], [-2.47, -4.03, -2.37], [-2.03, -3.61, -3.61], [-1.53, -2.32, -3.76], [-1.47, -1.47, -2.66], [-3.57, 0.28, 0.02], [-4.32, 0.22, -1.16], [-5.60, 0.75, -1.21], [-6.14, 1.38, -0.10], [-5.40, 1.46, 1.07], [-4.13, 0.91, 1.13], [-2.78, -3.55, 5.11], [-4.49, -3.46, 3.33], [-4.05, -2.23, 1.24], [-0.14, -1.23, 2.65], [-0.59, -2.46, 4.76], [-2.75, -3.53, -0.30], [-2.87, -5.04, -2.25], [-2.07, -4.28, -4.46], [-1.17, -1.99, -4.72], [-1.06, -0.48, -2.78], [-3.89, -0.23, -2.04], [-6.17, 0.69, -2.13], [-7.14, 1.81, -0.14], [-5.82, 1.95, 1.94], [-3.56, 0.98, 2.05], [0.66, -4.80, 1.19], [0.71, -4.31, -0.17], [0.86, -5.29, -1.22], [0.67, -2.99, -0.43], [0.55, -2.13, 0.43], [0.00, -5.67, 1.25], [0.27, -4.01, 1.83], [1.65, -5.08, 1.54], [0.00, -5.95, -1.25], [1.77, -5.88, -1.06], [0.94, -4.78, -2.18], [0.76, -2.74, -1.50]], "de_lowest_kcal_mol": 70.93, "s_squared": 0.76, "homo_energy_ev": [-5.34, -5.51], "lumo_ev": [1.467, 1.482], "total_charge": -1, "spin_multiplicity": 2}